238
Properties=species:S:1:pos:R:3:forces:R:3 method="wB97M-V/def2-TZVPD" homo_energy_ev=-8.298 largest_force_ev_per_a=7.6 e_tot_ev=-159749.612
O -19.855985 9.282809 -6.065602 0.7 0.7 -0.6
H -20.491741 9.952927 -6.327053 -0.8 1.2 -0.9
H -19.908898 8.493971 -6.610156 -0.2 -0.6 -0.2
H -20.044587 9.096905 -5.142845 0.2 -1.0 2.2
C -24.645343 11.469111 -8.521137 -0.4 2.2 0.8
F -24.834484 10.173904 -8.331388 0.5 0.0 -0.3
F -24.114815 11.747411 -9.720972 -0.3 -0.8 1.1
F -25.858272 12.078766 -8.448373 0.8 -0.5 -0.2
S -23.653587 12.255472 -6.951942 -1.2 0.4 1.1
O -24.071791 13.678188 -6.777424 1.3 -3.5 -1.1
O -23.998618 11.407510 -5.827660 0.3 -0.2 -1.0
N -21.975903 11.895927 -7.356863 -4.1 -2.2 2.1
S -21.606633 13.253283 -7.888075 4.6 5.0 -3.2
O -22.340042 13.696177 -9.058296 0.3 -0.6 0.4
O -21.291443 14.291422 -6.935190 -0.1 -0.6 0.2
C -19.804140 12.852571 -8.541401 -2.2 1.0 1.6
F -19.751770 11.817140 -9.350076 0.1 -0.3 -1.1
F -19.392720 13.988802 -9.109625 0.4 -0.8 -0.2
F -19.004586 12.547217 -7.503315 0.3 0.2 0.1
C -26.268177 14.693967 -18.322290 -0.2 -0.3 -0.2
C -26.964332 15.818762 -17.562272 0.7 -0.7 1.3
C -26.724347 15.723228 -16.025266 -0.2 -1.2 -2.0
O -27.290076 14.490201 -15.657809 -0.8 0.1 0.8
C -27.184492 14.194958 -14.284201 1.0 -0.8 0.1
N -26.357365 17.064861 -17.987554 -0.3 0.3 -0.1
H -26.341038 14.892225 -19.391626 0.1 0.1 -0.1
H -26.660778 13.683699 -18.206818 -0.3 0.2 0.4
H -25.212494 14.650427 -18.054479 0.1 0.2 0.0
H -28.048822 15.803946 -17.670753 -0.2 -0.2 -0.4
H -27.235315 16.560919 -15.550610 0.3 0.2 0.4
H -25.643724 15.645730 -15.905534 0.2 0.6 0.5
H -27.595662 13.198992 -14.119655 -0.4 0.2 0.0
H -27.568192 14.909480 -13.555953 -0.6 0.3 -0.4
H -26.132861 14.080152 -14.021509 0.4 0.1 0.1
H -26.829276 17.779879 -17.452596 0.1 0.6 0.0
H -26.652601 17.202522 -18.943580 0.2 0.3 -0.3
C -20.382144 18.120520 -15.425212 0.1 -1.2 -0.7
C -21.824818 17.671901 -15.476959 -2.4 0.7 0.5
C -22.833968 18.665240 -14.790272 1.1 0.7 -0.1
O -22.594611 18.924949 -13.407129 -0.5 0.2 -0.6
C -22.961127 17.883612 -12.531375 0.0 -0.2 0.0
N -22.264321 17.438952 -16.870054 1.1 0.1 0.3
H -19.921267 17.203400 -15.792081 0.8 0.1 0.1
H -19.972628 18.365768 -14.445292 -0.3 0.1 -0.1
H -20.139685 18.871349 -16.177258 -0.2 0.4 0.2
H -21.911316 16.700577 -14.989980 0.1 0.0 0.4
H -23.885004 18.493716 -15.022642 -0.3 -1.0 0.4
H -22.720958 19.633566 -15.277799 0.5 0.2 0.0
H -22.057408 17.311573 -12.321195 -0.3 -0.5 0.2
H -23.772764 17.272859 -12.926749 0.2 -0.3 -0.4
H -23.386879 18.256444 -11.599802 0.4 0.5 0.1
H -23.261492 17.482105 -17.024666 -0.1 0.1 0.1
H -21.775433 18.099486 -17.457223 -0.3 0.1 -0.3
C -19.985591 19.231227 -8.300370 1.2 -0.1 0.9
C -20.326104 19.730219 -6.868681 -2.3 0.3 -2.2
C -21.883535 19.870918 -6.725410 1.2 0.3 1.0
O -22.351830 21.064838 -7.319835 -0.1 -0.2 0.1
C -23.717497 21.306358 -6.992150 0.5 0.0 -0.4
N -19.772106 18.884887 -5.867995 1.0 -0.4 0.9
H -20.317647 18.199583 -8.416782 -0.7 0.1 -0.3
H -18.904700 19.092613 -8.276279 0.4 0.2 -0.3
H -20.178811 19.896996 -9.141514 -0.5 -0.1 0.2
H -19.912329 20.728135 -6.723541 0.0 0.1 0.0
H -22.057561 19.932912 -5.651175 -0.2 -0.1 0.3
H -22.413341 18.989901 -7.087629 0.0 -0.2 -0.3
H -23.919471 21.285767 -5.921227 0.3 0.1 0.3
H -24.355146 20.535907 -7.425644 -0.2 0.0 -0.3
H -23.935798 22.291455 -7.404511 -0.3 -0.1 0.1
H -19.970765 17.897346 -5.941498 -0.8 -0.1 -0.3
H -18.780995 18.893612 -6.062215 0.5 0.1 0.5
C -22.417915 6.703282 -5.430256 -1.2 0.9 -0.1
O -21.252913 7.152413 -4.783616 0.7 0.1 -1.7
C -21.313479 6.994352 -3.420106 1.5 -0.6 1.8
C -19.907790 7.235136 -2.846992 -1.3 0.8 0.6
N -19.539989 8.649835 -2.909449 0.4 -0.4 -1.6
C -18.155999 8.905037 -2.539535 -0.3 0.9 -1.4
C -17.141068 8.390499 -3.557048 1.2 0.6 0.9
O -16.902743 9.279687 -4.636854 -0.5 -0.3 -0.6
C -15.861436 8.784747 -5.486730 -0.4 0.1 0.3
H -23.224887 7.292552 -4.994764 -0.6 -0.4 0.1
H -22.609876 5.633089 -5.353107 0.2 0.0 0.2
H -22.458849 7.001415 -6.477887 0.6 -0.1 -0.1
H -21.469749 5.954059 -3.134674 -0.7 -0.3 -0.2
H -22.060517 7.624249 -2.937132 -0.2 0.2 -0.1
H -19.246344 6.556431 -3.385474 0.3 0.4 0.0
H -19.908580 6.954756 -1.793670 -0.1 -0.5 0.2
H -20.183713 9.250885 -2.415030 -0.1 -0.2 0.3
H -17.881005 8.600355 -1.529757 -0.1 -0.3 0.1
H -18.029088 9.984879 -2.616490 0.1 0.2 0.4
H -17.278764 7.369449 -3.912837 -0.2 -0.1 0.0
H -16.219941 8.457983 -2.978197 0.4 -0.7 0.2
H -14.937437 8.599239 -4.939077 0.2 0.3 0.2
H -15.706815 9.511544 -6.284213 0.0 -0.1 0.2
H -16.119249 7.815376 -5.913287 -0.3 -0.1 -0.2
C -32.957494 8.580943 -0.544753 -0.3 -0.4 0.4
O -32.719261 9.283478 -1.755582 -0.3 -1.1 0.8
C -33.815910 9.032131 -2.635012 1.4 1.7 -1.8
C -33.358112 9.675815 -4.033194 -1.4 0.4 1.5
N -33.665063 11.139050 -4.083871 -0.4 -1.8 0.7
C -33.143327 11.731917 -5.271677 -0.1 0.6 0.0
C -31.621967 11.810269 -5.294351 -0.1 0.3 -1.0
O -31.152402 12.362755 -4.088917 0.2 -0.2 0.0
C -29.740149 12.266223 -3.931019 -0.4 -0.2 -0.9
H -33.192820 7.528764 -0.704866 0.1 -0.3 -0.5
H -33.831429 8.938753 -0.000419 -0.2 0.5 0.0
H -32.134570 8.564759 0.169839 0.4 0.6 -0.5
H -34.693199 9.527178 -2.218609 -0.3 0.2 -0.3
H -34.057137 7.977563 -2.768363 0.4 -0.3 0.1
H -33.912945 9.183027 -4.831590 -0.1 0.1 -0.1
H -32.298005 9.497002 -4.212920 0.1 -0.3 0.3
H -33.214197 11.597813 -3.305179 0.1 -0.1 0.3
H -33.575036 12.731086 -5.329795 0.2 0.3 0.0
H -33.564631 11.213560 -6.133018 0.4 -0.2 -0.2
H -31.354229 12.430119 -6.150036 0.2 0.4 -0.1
H -31.158554 10.853084 -5.533396 0.1 -0.4 0.4
H -29.195569 12.747805 -4.743184 -0.1 1.0 0.1
H -29.394433 11.252931 -4.135549 -0.2 -0.6 0.9
H -29.499159 12.657393 -2.942583 0.2 -0.2 -0.3
C -24.836583 18.086214 -3.383159 0.5 0.0 0.1
O -25.813446 18.964772 -3.872967 -1.1 0.2 0.0
C -26.976412 18.280567 -4.395511 0.6 0.1 -0.9
C -28.167323 19.225017 -4.678095 2.7 -1.1 0.4
N -28.764063 19.556920 -3.432551 -1.6 0.5 0.2
C -29.769778 20.599203 -3.654852 0.2 -0.7 1.4
C -29.303766 22.021530 -3.874233 0.1 0.7 -2.4
O -28.727816 22.214696 -5.256134 -1.0 0.0 1.0
C -28.615636 23.579115 -5.658174 0.1 0.0 0.7
H -25.281773 17.378634 -2.683700 0.1 -0.3 0.0
H -24.041297 18.629250 -2.872548 -0.4 0.4 0.3
H -24.268020 17.573544 -4.159045 -0.4 -0.4 -0.4
H -27.289879 17.448003 -3.765685 -0.1 0.1 0.6
H -26.669770 17.788148 -5.318326 0.0 0.1 -0.4
H -28.830623 18.641379 -5.316450 -0.3 0.3 0.0
H -27.788493 20.119209 -5.173076 0.0 -0.1 -0.5
H -28.086263 19.780789 -2.718006 0.1 0.3 -0.1
H -30.417977 20.629341 -2.779055 0.1 0.2 0.5
H -30.480217 20.184248 -4.369821 0.3 0.5 -0.7
H -28.595193 22.409247 -3.142323 0.3 -0.4 0.1
H -30.193459 22.643207 -3.773880 -0.1 0.3 -0.3
H -29.498489 24.179800 -5.439435 -0.3 -0.1 0.5
H -28.485248 23.743005 -6.727869 0.2 -0.9 -0.1
H -27.753011 24.020040 -5.158603 0.1 0.3 0.1
C -16.950499 24.765089 -3.227345 0.8 -1.8 -0.3
O -16.207823 23.520900 -3.016636 -1.1 -0.1 0.7
C -16.898706 22.607891 -2.141590 -0.5 -0.1 0.3
C -15.943535 21.610869 -1.501015 0.7 0.7 -0.3
N -15.046250 20.986894 -2.509481 -0.7 0.6 1.8
C -15.828770 20.420353 -3.570185 -0.3 -1.3 -1.5
C -15.004865 19.320502 -4.228506 0.7 0.1 -2.2
O -15.598974 18.790919 -5.468739 -0.7 -0.6 0.5
C -15.117692 17.506939 -5.935365 0.2 0.9 0.9
H -18.019082 24.553767 -3.266996 -0.1 0.1 0.3
H -16.667431 25.056303 -4.238866 0.2 0.5 0.3
H -16.662373 25.451458 -2.431112 -0.3 0.3 -0.3
H -17.704617 22.065296 -2.635748 0.0 0.0 -0.7
H -17.438482 23.095947 -1.330094 0.2 0.6 0.2
H -16.489062 20.899664 -0.880777 -0.1 -0.2 -0.3
H -15.329635 22.192498 -0.813306 0.3 -0.1 0.1
H -14.638284 21.836031 -2.873650 0.7 -0.2 -0.4
H -16.021712 21.194598 -4.312764 -0.4 -0.2 -0.3
H -16.771324 19.958046 -3.277003 -0.1 0.3 0.5
H -14.667615 18.540279 -3.546145 -0.3 -0.1 0.1
H -14.147264 19.864282 -4.624643 0.7 -0.2 0.4
H -14.041122 17.497446 -5.765061 0.2 -0.3 -0.2
H -15.334942 17.321539 -6.987280 0.0 0.8 -0.1
H -15.573191 16.650777 -5.437767 -0.1 0.1 0.6
C -15.912260 14.553225 -13.800935 -0.3 0.1 -1.0
O -16.607727 13.686510 -14.704259 0.7 -1.1 0.9
C -16.140227 12.314990 -14.766380 -0.3 0.4 -1.9
C -16.643426 11.827224 -16.165120 1.0 0.5 1.2
N -16.032541 10.548750 -16.517643 -0.9 0.6 1.3
C -16.554928 10.046711 -17.749752 1.0 -0.6 -0.4
C -16.208597 10.878307 -18.977176 0.9 0.0 0.4
O -14.730894 11.028043 -19.054782 -1.6 -0.1 0.0
C -14.371831 11.862948 -20.150229 -1.1 -0.3 -0.1
H -15.751481 14.131542 -12.808748 -0.3 0.0 0.1
H -16.495133 15.474112 -13.818858 -0.2 -0.1 0.6
H -14.952911 14.872061 -14.208463 0.4 -0.4 -0.1
H -16.511457 11.608681 -14.023809 -0.5 0.5 0.5
H -15.056243 12.211594 -14.717566 0.3 0.5 -0.1
H -16.373629 12.567920 -16.917899 -0.1 0.5 0.2
H -17.728402 11.831596 -16.060703 -0.1 -0.6 -0.4
H -15.038062 10.716998 -16.570599 0.1 -0.2 -0.3
H -17.630695 9.897786 -17.656707 -0.1 0.2 -0.1
H -16.121621 9.056556 -17.890948 0.0 -0.2 -0.2
H -16.684390 11.856839 -18.912400 0.2 0.3 -0.1
H -16.659648 10.356669 -19.821287 0.5 0.0 -0.5
H -13.303270 12.067838 -20.215880 -0.1 -0.3 0.3
H -14.919034 12.804255 -20.099153 0.1 0.3 0.2
H -14.740346 11.382740 -21.056695 0.4 0.0 -0.4
C -22.566471 11.505957 -15.699163 -0.4 -0.6 -1.0
O -22.278436 10.298222 -15.021693 0.4 0.0 0.0
C -22.027591 10.418782 -13.661741 0.6 -0.8 1.7
C -21.783668 9.040661 -12.957274 -1.4 -0.1 -0.6
N -22.780565 8.000039 -13.372698 1.3 0.4 -1.0
C -24.092542 8.114507 -12.771324 0.2 0.4 0.0
C -25.266804 7.356252 -13.521860 0.4 0.8 1.1
O -25.626451 7.781626 -14.837177 1.2 0.5 0.4
C -25.739360 9.219624 -14.998948 -0.8 -1.4 0.8
H -21.928109 12.373333 -15.531053 0.2 -0.2 0.7
H -23.617242 11.763915 -15.567114 -0.1 0.3 0.2
H -22.434883 11.254789 -16.751637 -0.1 0.1 -0.1
H -22.837602 10.863415 -13.083568 -0.4 0.5 -0.4
H -21.125202 10.993047 -13.451951 0.1 0.4 -0.2
H -21.927681 9.231388 -11.893804 0.4 0.0 0.2
H -20.783636 8.657240 -13.159857 0.0 0.0 0.0
H -22.851835 8.245792 -14.349746 -0.4 -0.6 -0.5
H -24.266944 9.173203 -12.579397 -1.0 0.4 -0.4
H -23.928611 7.810153 -11.737595 -0.7 -0.9 0.1
H -26.140829 7.434938 -12.875345 -0.3 0.4 0.2
H -25.090441 6.280622 -13.518011 0.4 0.1 -0.6
H -25.842893 9.368029 -16.073818 0.4 0.3 0.2
H -24.955575 9.762175 -14.470333 0.4 0.0 -0.7
H -26.661432 9.508098 -14.494305 -0.3 0.3 -0.1
C -19.601145 14.195564 -1.893866 0.0 0.8 -0.6
O -20.354588 14.116267 -0.715450 0.0 -0.7 -0.2
C -20.955472 12.832357 -0.533001 -0.3 0.6 0.9
C -22.106852 12.466989 -1.511026 1.6 0.1 -0.4
N -22.810065 11.244785 -1.163998 -0.9 1.3 1.7
C -23.747060 11.672338 -0.063326 -1.8 -1.8 -0.8
C -24.802758 10.550181 0.158842 0.0 -0.8 1.2
O -25.722008 10.400381 -0.884536 -0.1 1.2 -2.0
C -26.562106 9.264296 -0.904892 1.3 -0.2 0.4
H -19.070584 15.147000 -1.930954 -0.1 0.1 0.3
H -20.271431 14.210891 -2.753269 0.1 -0.3 -0.3
H -18.828798 13.432618 -1.991361 -0.1 -0.4 0.1
H -21.248039 12.950330 0.510348 -0.8 -0.4 0.0
H -20.206781 12.044209 -0.453118 0.3 -0.2 -0.6
H -21.692704 12.236941 -2.492686 0.3 0.5 -0.2
H -22.788397 13.311395 -1.613892 0.0 0.3 0.0
H -23.385147 11.080125 -1.977803 -0.4 -0.4 0.0
H -24.387705 12.514599 -0.324611 0.4 0.6 -0.4
H -23.197493 11.929970 0.842051 -0.1 -0.4 0.0
H -25.492727 10.644257 0.997415 0.7 0.7 1.0
H -24.244143 9.629165 0.325539 0.1 -0.5 -0.1
H -27.192891 9.141605 -0.024459 -0.2 0.4 0.2
H -25.876769 8.416849 -0.889448 -0.2 -0.6 -0.3
H -27.159698 9.272927 -1.816432 0.1 0.1 0.1